No. 1
This record from the Open Molecules 2025 dataset describes 5 unconnected molecules or ions with the total composition C36H75B3FNO15 in a non-equilibrium geometry. The level of theory is ωB97M-V with the def2-TZVPD basis set.

Element x y z (Å)
1 F 1.409 -0.355 -7.797
2 O 9.033 -0.336 8.277
3 O -2.274 1.338 -6.030
4 O -7.211 -1.360 3.613
5 O 8.859 2.923 3.513
6 O 2.149 -1.629 3.106
7 O 7.756 -1.705 9.543
8 O -2.112 -0.576 -7.536
9 O 10.375 1.250 3.621
10 O -7.927 -2.818 2.042
11 O 6.983 -0.680 7.679
12 O 3.209 -1.233 5.062
13 O 11.043 3.206 2.995
14 O 2.806 0.383 3.529
15 O -0.817 1.529 -7.956
16 O -8.433 -3.198 4.108
17 N -3.926 3.622 -7.209
18 C 0.572 -0.121 -10.070
19 C -5.503 -0.114 -3.508
20 C 2.761 -0.860 4.009
21 C -2.019 0.026 1.572
22 C -1.289 -3.011 -5.254
23 C -1.147 -0.326 0.314
24 C 10.798 4.593 2.732
25 C 10.084 -0.499 9.228
26 C -3.180 1.034 1.258
27 C -0.231 -1.070 -11.060
28 C -6.371 0.622 -1.134
29 C 10.697 5.387 4.019
30 C -7.360 -1.961 1.052
31 C 4.927 -0.528 8.973
32 C 7.908 -0.987 8.592
33 C -9.419 -1.730 5.780
34 C -4.007 -0.580 -5.637
35 C -4.023 0.635 -0.004
36 C -1.727 -1.544 -0.514
37 C 9.343 0.406 4.133
38 C -4.347 0.387 -4.440
39 C -0.774 -1.976 -2.930
40 C -2.458 3.567 -7.394
41 C -0.597 -2.236 -1.392
42 C 3.472 1.340 4.363
43 C 2.112 -3.013 3.454
44 C -8.419 -2.832 5.493
45 C 5.690 -1.267 7.892
46 C 4.976 1.203 4.256
47 C 0.309 -0.689 -8.624
48 C -4.658 3.626 -8.493
49 C -5.893 1.088 -2.559
50 C -1.538 -3.108 -3.698
51 C -5.476 1.248 0.002
52 C -7.793 -2.360 3.290
53 C 9.978 2.502 3.384
54 B -1.833 2.104 -7.140
55 B -2.756 0.059 -6.442
56 B -0.958 0.108 -7.982
57 H 10.604 6.453 3.807
58 H 5.784 -2.330 8.120
59 H 9.907 4.714 2.113
60 H -4.896 -0.612 -6.322
61 H 4.876 0.539 8.744
62 H -3.490 1.005 -0.917
63 H -6.369 -0.482 -1.007
64 H 0.253 -1.909 -3.378
65 H -6.355 -0.451 -4.144
66 H 3.131 1.252 5.396
67 H 9.834 0.022 10.153
68 H 10.280 -1.553 9.424
69 H -2.011 4.243 -6.614
70 H 9.831 5.078 4.606
71 H 0.139 0.892 -10.215
72 H -1.355 0.515 2.327
73 H 1.692 -3.160 4.448
74 H -3.813 -1.634 -5.335
75 H 8.460 0.426 3.494
76 H -6.593 1.806 -3.043
77 H -2.131 -2.319 0.177
78 H -3.838 1.197 2.147
79 H 5.154 -1.185 6.946
80 H -8.694 -3.729 6.050
81 H -3.419 0.520 -3.839
82 H -1.254 -0.991 -3.151
83 H -0.402 -3.612 -5.567
84 H -5.891 1.031 1.021
85 H 3.168 2.324 4.005
86 H -5.124 -0.995 -2.941
87 H -4.638 1.366 -4.896
88 H -7.948 -1.047 0.969
89 H 3.914 -0.920 9.065
90 H -4.659 4.640 -8.961
91 H -2.457 -0.872 2.074
92 H 9.087 0.705 5.150
93 H -2.156 -3.417 -5.832
94 H 11.648 4.949 2.149
95 H -2.637 -2.987 -3.553
96 H -1.248 -1.205 -10.608
97 H -0.408 -0.508 -12.010
98 H -1.163 -4.085 -3.315
99 H -10.412 -2.013 5.428
100 H -2.701 2.016 1.014
101 H -5.690 3.269 -8.283
102 H 1.654 -0.068 -10.315
103 H 0.151 -1.790 -8.643
104 H 1.475 -3.516 2.728
105 H 5.312 0.239 4.643
106 H -4.151 2.935 -9.212
107 H 9.727 -0.612 4.156
108 H -7.386 1.067 -0.971
109 H -9.467 -1.524 6.850
110 H 0.286 -2.031 -11.245
111 H 0.360 -1.752 -1.077
112 H -7.395 -2.487 0.100
113 H -5.449 2.366 -0.061
114 H -9.147 -0.808 5.265
115 H -4.154 -0.466 -0.119
116 H 10.981 -0.051 8.806
117 H -2.546 -1.190 -1.179
118 H -0.964 0.555 -0.344
119 H -4.938 1.654 -2.395
120 H -4.257 2.872 -6.611
121 H -0.509 -3.326 -1.191
122 H 3.114 -3.439 3.395
123 H 5.294 1.256 3.213
124 H -7.411 -2.553 5.806
125 H -0.156 -0.664 0.700
126 H 5.421 -0.624 9.941
127 H 5.477 1.991 4.820
128 H -1.187 -1.942 -5.568
129 H 11.580 5.224 4.640
130 H -6.319 -1.727 1.280
131 H -2.176 3.982 -8.385

Calculated values
- E_HOMO: -8.68 eV
- E_LUMO: 0.47 eV
- Orbital gap: 9.15 eV



No. 2
This record from the Open Molecules 2025 dataset describes 3 unconnected molecules or ions with the total composition C36H75BF5IN4O10 in a non-equilibrium geometry. The level of theory is ωB97M-V with the def2-TZVPD basis set.

Element x y z (Å)
1 I -3.507 3.457 -1.105
2 F -5.841 -0.672 -1.047
3 F -6.026 1.377 -1.664
4 F -5.276 0.899 0.316
5 F -3.405 -0.808 -1.364
6 F -3.905 0.662 -2.875
7 O -9.559 3.318 -2.858
8 O -2.451 0.945 0.279
9 O -1.812 -0.925 2.275
10 O 9.600 0.938 -1.542
11 O -1.798 -4.103 1.700
12 O 0.916 0.101 1.014
13 O 13.904 0.062 -0.184
14 O -0.603 0.820 3.360
15 O -13.222 1.137 -1.164
16 O 3.077 0.675 0.753
17 N -10.391 0.468 -1.836
18 N 11.525 -1.510 -1.051
19 N -0.496 -0.640 -0.641
20 N -4.114 1.081 3.815
21 C 13.946 -1.136 -0.946
22 C -2.760 1.401 -0.961
23 C -0.313 -1.114 -1.804
24 C -9.063 1.043 -2.031
25 C -10.935 3.559 -2.653
26 C 5.462 0.667 1.144
27 C 4.343 0.464 0.138
28 C -3.124 3.002 2.550
29 C 9.909 -0.097 -2.454
30 C -2.759 -3.653 0.765
31 C 2.537 -1.587 1.470
32 C -0.464 -0.374 -3.126
33 C -13.770 0.625 -2.359
34 C -1.157 1.187 0.883
35 C -3.823 0.456 -1.545
36 C -5.269 0.537 -0.958
37 C -0.057 -2.587 -1.958
38 C -8.908 2.551 -1.860
39 C 12.728 -1.271 -1.834
40 C 1.655 -4.023 1.531
41 C 10.277 -1.425 -1.800
42 C -0.734 -4.819 1.091
43 C -12.397 0.227 -0.447
44 C -3.444 2.385 3.935
45 C 1.363 -2.535 1.739
46 C -1.633 3.344 2.342
47 C 6.843 0.508 0.514
48 C 0.698 1.564 -0.905
49 C -10.941 0.633 -0.500
50 C -0.869 2.661 1.190
51 C -0.005 0.555 0.008
52 C 13.693 -0.120 1.200
53 C 10.706 1.646 -1.017
54 C 0.465 -4.845 2.040
55 C 0.015 -0.027 4.315
56 C 2.158 -0.385 0.598
57 B -1.168 0.293 2.239
58 H 13.871 0.839 1.683
59 H -0.614 -3.028 -2.788
60 H -3.701 3.926 2.467
61 H 14.834 -1.085 -1.582
62 H 12.880 -2.113 -2.516
63 H -7.849 2.789 -1.957
64 H 5.351 1.687 1.524
65 H -1.525 -0.164 -3.273
66 H -1.068 -5.841 0.869
67 H 0.190 2.702 1.462
68 H 11.088 1.193 -0.097
69 H 1.810 -4.226 0.466
70 H 5.308 0.006 2.000
71 H 9.468 -1.684 -1.112
72 H -0.951 3.269 0.288
73 H -13.018 0.500 -3.146
74 H -11.565 2.781 -3.096
75 H 14.048 -2.008 -0.292
76 H 1.011 -2.717 -2.159
77 H -3.459 -3.008 1.291
78 H 0.987 -0.349 3.937
79 H 1.331 2.208 -0.298
80 H 1.357 1.078 -1.623
81 H 11.493 -0.848 -0.287
82 H -12.530 -0.792 -0.823
83 H 2.143 -0.700 -0.458
84 H -10.376 0.004 0.195
85 H -3.304 -4.491 0.312
86 H 10.290 -2.196 -2.578
87 H -12.726 0.248 0.596
88 H 14.390 -0.855 1.616
89 H -0.119 -0.985 -3.960
90 H 4.403 -0.525 -0.333
91 H 0.003 2.210 -1.442
92 H 3.336 -2.131 0.958
93 H 10.669 0.242 -3.169
94 H -9.209 2.891 -0.861
95 H 0.177 0.557 5.221
96 H 0.122 -4.391 2.974
97 H 2.941 -1.168 2.395
98 H 10.364 2.651 -0.775
99 H -14.516 1.339 -2.704
100 H 6.906 1.069 -0.419
101 H -11.178 4.502 -3.142
102 H -8.746 0.792 -3.046
103 H 1.067 -2.436 2.785
104 H 0.759 -5.872 2.264
105 H -0.327 -3.116 -1.048
106 H 7.084 -0.542 0.343
107 H 2.546 -4.310 2.096
108 H -1.104 3.139 3.272
109 H -3.602 0.339 4.269
110 H 0.073 0.568 -3.165
111 H 0.508 -2.256 1.118
112 H -10.876 1.669 -0.137
113 H 4.448 1.207 -0.663
114 H 12.671 -0.442 1.430
115 H -2.291 -3.067 -0.037
116 H 11.521 1.717 -1.743
117 H -4.064 3.070 4.519
118 H -0.614 -0.886 4.559
119 H -14.260 -0.340 -2.192
120 H 12.665 -0.358 -2.443
121 H -1.323 -1.667 1.901
122 H 8.995 -0.266 -3.028
123 H 7.597 0.917 1.188
124 H -8.373 0.536 -1.351
125 H -11.177 3.643 -1.589
126 H -3.521 2.306 1.815
127 H -5.062 1.094 4.161
128 H -2.514 2.232 4.485
129 H -1.930 1.389 -1.666
130 H -1.528 4.421 2.190
131 H -0.483 -4.337 0.139
132 H -11.028 0.879 -2.506

Calculated values
- E_HOMO: -8.38 eV
- E_LUMO: 0.46 eV
- Orbital gap: 8.84 eV



No. 3
This record from the Open Molecules 2025 dataset describes a molecular structure, C36H75BGaN2O35S8 in a non-equilibrium geometry. The level of theory is ωB97M-V with the def2-TZVPD basis set.

Element x y z (Å)
1 Ga -1.501 1.037 2.030
2 S 1.180 5.198 9.409
3 S -6.232 -3.625 -7.203
4 S 8.216 4.165 2.318
5 S 4.700 -3.426 -2.532
6 S -3.895 1.333 -3.750
7 S 1.574 -5.547 -4.226
8 S -6.430 4.245 -8.533
9 S -5.683 7.185 7.449
10 O -4.918 4.768 -8.463
11 O 6.290 -3.436 -2.272
12 O -6.067 6.308 6.170
13 O -2.463 2.715 5.364
14 O 2.644 -4.851 -4.841
15 O -4.955 2.138 -4.646
16 O 1.298 -6.897 -5.061
17 O 4.677 -4.526 -3.684
18 O 0.199 -4.801 -4.592
19 O -0.133 5.995 8.959
20 O -2.476 3.665 0.541
21 O -2.670 2.049 -3.743
22 O 4.059 -3.960 -1.388
23 O 7.964 3.384 3.696
24 O -5.772 -2.327 -7.544
25 O -7.085 5.380 -7.617
26 O 4.344 -2.171 -3.084
27 O 1.142 5.033 10.818
28 O -5.174 -4.711 -7.730
29 O -5.226 8.461 7.030
30 O 0.837 3.807 8.699
31 O -5.978 -3.838 -5.636
32 O 1.562 -5.851 -2.842
33 O 7.730 5.610 2.820
34 O 2.312 5.760 8.761
35 O -6.920 4.389 -9.854
36 O -3.880 -0.028 4.891
37 O -3.733 0.062 -4.713
38 O -4.416 6.326 7.921
39 O 9.614 4.230 2.079
40 O -6.719 7.049 8.411
41 O -6.489 3.006 -7.841
42 O -4.546 0.934 -2.556
43 O -7.534 -4.070 -7.535
44 O 7.308 3.678 1.348
45 N -0.477 2.633 -0.395
46 N -2.827 1.450 3.502
47 C -6.052 6.078 -6.902
48 C 8.256 0.483 2.471
49 C 6.004 -4.841 -4.106
50 C 7.783 4.324 4.761
51 C -4.721 0.106 -5.758
52 C -5.033 5.342 5.897
53 C -3.726 0.450 3.761
54 C -0.515 3.817 8.205
55 C -5.151 -4.985 -5.415
56 C -2.794 -0.608 -0.142
57 C 0.078 -4.085 -0.832
58 C 7.106 5.508 4.106
59 C -4.993 1.578 -5.970
60 C -0.255 -2.744 -1.509
61 C 3.941 -4.098 1.823
62 C -4.870 6.064 -7.847
63 C 1.502 -4.483 1.340
64 C 7.345 0.271 1.236
65 C -4.619 -0.065 2.657
66 C -1.818 -0.733 1.066
67 C -1.050 0.847 5.280
68 C -4.294 -5.076 -6.661
69 C -4.427 5.053 7.251
70 C -2.139 1.734 4.721
71 C 6.861 -4.600 -2.878
72 C -0.424 -5.459 -5.693
73 C -1.765 -2.433 -1.569
74 C -2.100 -0.904 -1.475
75 C 5.598 -1.577 0.890
76 C 7.084 -1.218 0.894
77 C 5.007 -1.769 2.304
78 C 0.191 -3.992 0.714
79 C -0.788 5.273 7.903
80 C -0.054 -6.919 -5.525
81 C 2.615 -3.422 1.385
82 C 4.835 -3.230 2.735
83 B -1.527 2.619 0.600
84 H 3.647 -4.970 2.421
85 H 1.867 -5.350 0.780
86 H 7.906 -4.423 -3.121
87 H -0.837 2.785 -1.335
88 H 7.245 6.429 4.665
89 H 0.006 0.998 2.612
90 H -0.588 -4.653 1.112
91 H 6.277 -4.166 -4.920
92 H 6.786 -5.428 -2.170
93 H -0.013 -5.047 -6.618
94 H -3.329 3.328 0.247
95 H 8.733 -0.445 2.789
96 H 6.421 0.832 1.374
97 H -5.952 1.770 -6.433
98 H 4.415 -3.253 3.745
99 H -0.121 -7.477 -6.456
100 H 6.051 -5.870 -4.457
101 H -4.204 2.047 -6.563
102 H -0.607 3.185 7.325
103 H 1.312 -4.772 2.379
104 H -0.754 0.042 4.612
105 H 2.736 -3.053 0.365
106 H -3.621 -1.320 -0.029
107 H -4.585 0.519 1.739
108 H 7.669 -1.850 1.567
109 H -2.739 -0.624 -2.314
110 H -3.259 0.384 -0.181
111 H 4.492 -4.483 0.965
112 H -3.923 6.198 -7.333
113 H -5.613 -0.417 -5.409
114 H 0.277 -1.928 -1.014
115 H 7.462 -1.389 -0.119
116 H -1.489 0.365 6.158
117 H -4.343 -0.385 -6.649
118 H -5.452 4.456 5.431
119 H -0.672 -7.402 -4.764
120 H -4.306 5.795 5.221
121 H 5.055 -0.741 0.438
122 H 7.689 0.905 3.301
123 H -0.053 -2.988 1.062
124 H 1.003 -4.481 -1.259
125 H 7.874 0.719 0.392
126 H 9.058 1.195 2.265
127 H 8.767 4.593 5.152
128 H -3.472 -4.355 -6.633
129 H -4.564 -4.853 -4.509
130 H -4.971 6.819 -8.629
131 H -2.181 -1.532 1.721
132 H -3.898 -6.075 -6.826
133 H 0.121 -2.778 -2.539
134 H -1.498 -5.293 -5.668
135 H -5.047 4.368 7.832
136 H 4.087 -1.201 2.445
137 H -0.338 5.574 6.956
138 H -6.381 7.083 -6.653
139 H -0.169 1.408 5.584
140 H 5.734 -1.322 2.995
141 H -5.837 5.527 -5.984
142 H 0.040 1.761 -0.394
143 H 6.039 5.328 3.959
144 H 7.186 3.883 5.554
145 H -0.852 -1.025 0.655
146 H 2.375 -2.610 2.072
147 H 5.411 -2.441 0.250
148 H -5.623 -0.193 3.055
149 H -1.143 -0.378 -1.541
150 H 5.830 -3.688 2.775
151 H -2.226 -2.922 -0.705
152 H -1.173 3.441 8.992
153 H -2.227 -2.837 -2.475
154 H -4.258 -1.065 2.404
155 H -5.795 -5.859 -5.308
156 H -0.729 -4.786 -1.071
157 H -3.423 4.652 7.168
158 H -1.844 5.510 7.891

Calculated values
- E_HOMO: -4.52 eV
- E_LUMO: 0.93 eV
- Orbital gap: 5.45 eV
- Charge: -1